No. 1
Below is a 11-piece molecular cluster, C45H85NO10 overall, with properties calculated with the ωB97M-V functional and the def2-TZVPD basis.

Computed properties:
Energy above the lowest of the compared OMol25 structures with the same formula, charge and spin (kJ/mol): 361.8
Orbital gap (eV): 9.6
LUMO level (eV): 0.61
Structure (SMILES): c1ccncc1.C1CCOC1.C1CCOC1.C1CCOC1.C1CCOC1.C1CCOC1.C1CCOC1.C1CCOC1.C1CCOC1.C1CCOC1.C1CCOC1

Structure (XYZ):
```
141
C45H85NO10 (the ωB97M-V functional and the def2-TZVPD basis)
H -10.83881 0.93144 19.52988
H -11.48059 -1.74174 23.06129
H -11.44421 -8.52462 18.90651
H -13.04552 0.69792 19.34739
C -18.93183 -5.57177 20.80836
C -18.99546 -5.61746 23.17258
H -9.78170 -6.37888 21.57005
C -16.44335 -10.48151 20.93717
H -11.89203 -2.80134 25.17366
C -16.41760 -11.58798 23.07154
H -8.87441 -8.95150 19.75128
H -15.30984 -7.63495 20.98144
H -7.92224 -2.92968 24.12082
H -10.73135 -0.74314 21.24928
C -8.88680 -9.09565 20.83164
H -14.62207 -10.10717 17.98365
C -10.94022 -2.66391 23.27508
H -19.51396 -2.89847 16.75013
H -15.49518 -6.70788 23.58758
C -8.63182 -3.48733 19.30332
H -17.48641 -6.61464 21.83689
C -14.65047 -6.83420 24.26478
H -19.57356 -6.22415 23.86960
H -12.71034 -10.15874 19.42751
C -10.88053 -2.98921 24.81357
H -6.50119 -3.75936 18.72987
H -10.40554 -1.91000 20.06825
H -10.60296 -4.02872 24.98815
H -10.11124 -1.07105 25.32747
H -12.64084 -4.56290 20.69062
H -16.05985 -4.75454 16.66545
H -16.87833 -9.56714 16.76506
H -10.38703 -9.46640 18.01569
O -10.19200 -9.38418 21.30609
H -13.91052 -7.50970 23.83551
H -17.45978 -10.64819 20.58053
O -17.96175 -2.91897 18.34246
H -16.51144 -9.61085 24.11667
O -13.41357 -8.73061 16.97096
C -18.55617 -6.43521 21.94423
H -16.57935 -12.62800 21.18959
H -10.51338 -0.39751 18.38109
O -17.45639 -11.35600 17.60194
C -13.25507 -5.23826 18.74746
H -11.76139 -9.06128 15.89802
H -9.69131 -5.87453 17.48229
C -18.39945 -10.66572 15.63807
H -8.46314 -2.57115 18.73741
C -13.11934 -1.42991 19.17320
O -19.84297 -4.57960 22.70247
C -13.66519 -5.21977 25.74183
H -11.47167 -7.81499 21.14237
H -18.35002 -9.43715 17.52802
H -19.23770 -6.11637 19.91508
H -12.88094 0.18703 17.64548
C -7.38802 -4.29961 19.06117
C -18.98430 -3.49114 17.49599
C -13.63899 -10.03697 17.51813
H -9.39780 -2.42799 26.10476
H -14.97529 -10.03464 23.38188
C -11.10524 -1.10454 20.29132
C -7.85343 -5.22721 17.90949
H -7.87460 -8.45054 22.59590
C -17.70143 -12.49612 16.84567
H -9.60534 -7.07303 23.24098
H -12.99513 -5.73178 23.66403
H -15.81210 -10.25992 20.07663
C -14.72427 -6.97645 20.35704
H -8.33832 -10.01619 21.03133
H -12.63807 -4.50181 18.25415
H -17.89744 -10.41030 14.70487
H -18.73484 -5.33888 16.29300
C -16.91684 -4.75303 17.33900
H -18.17292 -13.25667 17.46805
H -20.56255 -4.03866 20.84792
H -13.72935 -4.16522 26.00999
C -8.72410 -2.20960 23.95776
C -12.05555 -8.57408 16.82764
H -14.34084 -6.10584 17.08444
H -14.94662 -11.78924 21.42821
H -19.73718 -12.32671 16.22873
H -20.98156 -5.66883 21.41631
C -16.05430 -10.16238 23.29512
H -12.65769 -5.48920 26.05876
C -14.81613 -5.96012 26.44975
H -16.91995 -5.63595 17.97817
H -8.22308 -1.25194 23.81644
H -8.36518 -3.20036 20.32050
H -17.93289 -3.84175 15.70372
C -16.02493 -11.77784 21.58701
H -15.77099 -5.43449 26.44324
H -15.96192 -12.22436 23.83014
C -17.78506 -10.14992 16.92728
H -7.12777 -4.84589 19.96779
H -7.86525 -4.60338 17.01573
H -18.27563 -5.13962 23.83710
C -20.19703 -4.91269 21.38697
H -11.25654 -3.60008 22.81504
H -16.41303 -3.97613 19.30230
C -11.16128 -0.05150 19.18646
C -18.20155 -4.43245 16.57950
H -19.30936 -10.07062 15.56051
C -18.74663 -12.08830 15.84134
C -14.10094 -6.18590 18.13441
H -7.68524 -7.26563 21.30942
H -12.86401 -2.24281 18.49343
C -16.69384 -3.56339 18.33334
H -11.73682 -7.53746 16.71837
C -9.22757 -5.57537 18.42226
H -17.50632 -11.62926 23.10442
H -11.16987 -8.53198 22.79738
H -15.61766 -7.58004 18.42041
H -15.84393 -2.97904 17.98080
H -7.17118 -6.07580 17.85917
C -9.73736 -2.07584 25.13070
H -19.63402 -4.23764 17.95283
O -12.45605 -1.68765 20.38908
C -13.14827 -5.32146 20.11313
N -13.87671 -6.18332 20.90166
O -9.74970 -4.39092 18.98986
C -12.44490 -10.29829 18.37958
C -8.39587 -7.94141 21.78524
O -9.55609 -2.48360 22.82828
C -9.67866 -7.28075 22.17347
O -14.95522 -7.16317 25.62626
H -13.75550 -10.69792 16.65926
O -16.44975 -9.55673 22.02652
H -12.02057 -11.30146 18.42077
H -18.95056 -7.44378 22.06812
C -10.74517 -8.23340 21.83895
H -14.20610 -1.35524 19.13469
H -14.60630 -6.02893 27.51715
H -18.15817 -4.85257 20.53947
C -11.43933 -9.18309 18.03790
H -9.26859 -6.39624 19.13822
C -12.59048 -0.02822 18.67378
C -14.87560 -6.98498 18.93193
H -16.86579 -12.96631 16.32726
H -18.57944 -12.69134 14.94888
H -14.58030 -4.76685 23.91250
C -13.88907 -5.53633 24.25629
```

---

No. 2
Below is C45H95F4N7O13PtRbS4 as an isolated structure, with properties calculated with the ωB97M-V functional and the def2-TZVPD basis.

Computed properties:
Net charge: +1
Orbital gap (alpha / beta) (eV): 2.6 / 2.6
LUMO level (alpha / beta) (eV): -6.44 / -6.44
Spin multiplicity: 3

Structure (XYZ):
```
170
C45H95F4N7O13PtRbS4 (the ωB97M-V functional and the def2-TZVPD basis)
H 9.03918 -26.36946 -13.75786
O 7.90527 -25.30014 -16.17124
C 9.65137 -15.38979 -22.70317
H 12.04727 -24.20714 -14.63705
C 10.81058 -23.46609 -17.71643
C 10.62713 -14.40614 -18.64200
N 11.04197 -14.21736 -21.11458
H 8.54396 -22.38366 -16.45169
C 20.14850 -28.94206 -26.40284
C 12.34182 -16.65974 -12.41271
H 11.21384 -14.55429 -17.73539
H 9.76794 -25.85755 -18.75670
H 12.38035 -16.81575 -20.79540
N 14.18122 -16.25904 -10.72435
C 13.81728 -16.57757 -12.09855
S 23.43750 -12.21555 -15.14366
H 15.71412 -15.92582 -13.04532
C 19.47024 -28.30291 -25.14372
H 14.40811 -16.10794 -14.09338
H 13.89925 -18.87493 -11.81185
H 12.86333 -17.08785 -9.64196
C 10.02192 -26.05386 -14.10816
H 22.96898 -12.36288 -21.91127
C 9.64016 -16.05825 -20.16997
H 11.14974 -13.01334 -22.43687
H 23.26305 -12.09210 -23.60941
C 18.19179 -29.03428 -24.75668
H 15.66533 -13.82977 -8.81921
H 12.38548 -14.34047 -10.52050
O 20.12526 -27.53838 -22.91590
C 13.03011 -14.08199 -19.55729
C 11.75349 -16.58215 -21.65597
H 19.52220 -12.51468 -22.90686
H 12.15078 -17.08662 -13.39727
H 23.49930 -29.59934 -23.14676
H 24.78767 -14.76179 -21.67120
H 24.52031 -16.00465 -22.97295
H 16.43377 -15.30568 -9.25512
H 11.80008 -17.34866 -11.76463
C 11.14164 -12.17997 -19.67503
H 8.16976 -25.51633 -18.70563
H 20.92206 -28.27845 -26.78924
C 11.50502 -13.72597 -19.76660
H 13.69472 -13.81143 -20.37778
H 22.92908 -27.84840 -23.49136
H 10.26880 -26.95193 -14.67440
F 19.67825 -22.26020 -19.76358
C 11.41877 -24.43645 -15.49758
H 10.65260 -25.99096 -13.22137
C 21.67388 -13.92376 -25.02960
C 23.51265 -12.74683 -22.77446
H 17.71007 -28.55878 -23.90232
C 23.26328 -14.19217 -23.05447
H 17.57607 -29.13591 -25.65036
C 24.57607 -14.94477 -22.72469
H 14.38741 -18.18744 -13.36681
O 13.81248 -17.21525 -9.70899
H 23.01247 -15.52132 -24.83275
H 9.45186 -22.71320 -14.60545
C 21.86057 -30.11399 -25.09107
H 7.30582 -23.08660 -17.51689
H 22.33095 -31.06253 -24.83200
F 20.95352 -14.31288 -13.24508
C 10.26458 -15.82800 -18.78035
H 20.55786 -26.69363 -23.06026
H 11.43835 -17.46096 -22.21854
H 20.04050 -30.93157 -23.43536
C 20.67942 -14.41590 -22.72158
H 19.90545 -26.46920 -26.20813
H 18.28465 -27.04791 -26.47125
H 10.37758 -15.27405 -23.50774
H 19.60306 -14.07250 -24.58489
H 11.92362 -25.22356 -16.05764
C 20.35735 -12.97403 -22.37807
F 19.45055 -18.10441 -17.08255
H 11.83302 -11.63012 -19.03647
H 11.45339 -23.99463 -18.42037
C 13.09840 -14.21286 -9.70590
C 20.78731 -30.37614 -22.86802
H 19.30260 -15.05669 -21.13588
H 13.38625 -13.50438 -18.70428
H 9.04585 -16.25240 -22.98127
C 8.37144 -22.88797 -17.40248
N 22.02728 -14.76123 -22.34601
H 8.67786 -15.55026 -20.23341
C 22.70351 -28.85453 -23.13789
C 19.04745 -26.91418 -25.70421
O 23.68846 -10.93053 -14.52869
O 11.76311 -13.68248 -22.12440
H 8.70184 -22.07199 -18.04522
H 18.63885 -15.50770 -22.76596
C 9.98531 -24.83240 -15.05580
H 12.93552 -13.13543 -9.67917
S 21.53083 -13.00090 -13.96251
H 13.40796 -14.00906 -12.87022
H 7.95557 -26.24627 -16.32588
H 20.36165 -29.87047 -22.00129
H 21.09211 -30.73626 -27.10230
C 10.50753 -15.58250 -21.39048
H 14.82599 -12.94480 -11.21797
H 10.01342 -23.66969 -13.19184
H 16.09325 -14.14723 -11.52415
O 17.70683 -20.93557 -19.85753
C 23.00242 -14.45826 -24.59213
H 25.37038 -14.41093 -23.24644
H 15.14252 -15.32262 -8.18087
H 8.41207 -23.82749 -13.96153
H 20.03669 -31.08414 -25.68205
C 14.39999 -18.03196 -12.28804
N 9.25570 -24.96836 -16.36559
C 9.12008 -24.98248 -18.70556
O 21.25765 -12.04664 -12.86602
O 17.48681 -19.07496 -17.44322
C 9.47941 -23.69920 -14.14162
H 18.44176 -30.05044 -24.45164
H 9.78567 -13.77269 -18.36134
H 11.37396 -11.68492 -20.61792
H 15.45297 -18.15166 -12.03299
O 22.96465 -12.28096 -16.52442
O 19.26681 -20.12132 -15.99473
N 22.97215 -13.51414 -14.03976
H 15.04405 -13.71643 -13.49796
O 20.78078 -12.91057 -15.23156
H 23.84669 -14.00267 -25.10958
C 9.35024 -24.06365 -17.50822
H 20.35795 -15.60743 -24.59771
C 11.53944 -23.28694 -16.44533
H 13.24294 -15.09171 -19.20621
H 22.18496 -13.90517 -20.67692
O 18.29839 -22.23462 -17.78931
S 18.69064 -21.27912 -18.83705
N 19.71867 -19.87261 -18.50968
H 12.59681 -14.80930 -8.94382
H 21.56565 -12.84963 -24.87915
N 20.50080 -28.21367 -24.09500
H 21.50912 -14.13327 -26.08650
C 19.53142 -15.34528 -22.16178
H 12.40968 -16.14010 -22.40570
H 10.82612 -22.44777 -18.10488
H 19.48078 -28.90963 -27.26377
C 15.45047 -14.85615 -9.11665
H 22.66953 -28.64387 -22.06898
H 21.48951 -31.07174 -22.40851
Pt 22.56686 -18.38824 -20.17466
C 14.45813 -14.28544 -12.77614
C 20.50884 -14.58291 -24.25757
H 24.44994 -12.41903 -22.32485
H 21.19273 -12.35352 -22.70244
C 15.02118 -14.00334 -11.38969
H 8.98145 -14.54237 -22.55762
H 11.78939 -15.74539 -12.19612
H 10.07261 -12.03320 -19.52095
H 9.18413 -24.52696 -19.69375
H 19.87861 -16.37788 -22.19786
C 21.40095 -29.39212 -23.82848
C 14.63199 -15.79795 -13.07265
H 9.60405 -16.16475 -17.98136
F 25.04576 -12.51943 -15.37991
H 20.31997 -12.90358 -21.29099
H 11.15435 -22.38816 -15.96365
H 18.71502 -26.15434 -24.99694
H 12.57833 -23.02676 -16.64809
O 22.16097 -14.81896 -20.97020
C 14.44345 -14.88004 -10.22703
H 9.30330 -17.08513 -20.31194
H 11.19390 -16.39424 -18.71849
Rb 21.65606 -22.85760 -12.64459
H 22.66906 -29.64915 -25.65533
C 20.73741 -30.38232 -26.13432
S 18.85051 -19.52626 -17.24621
```

---

Number 1: maximum force 0.072 hartree/bohr. Number 2: maximum force 0.135 hartree/bohr.